# C4H6O2

C4H6O2 as an isolated structure (the ωB97M-V functional and the def2-TZVPD basis, OMol25).

## Properties
**Kohn-Sham gap**: 9.527 eV
**Energy relative to the best compared isomer or geometry (same formula, charge and spin)**: 117.4 kcal per mole
**E**: -8335.36920 eV
**Net charge**: 0
**2S+1**: 1

Cartesian coordinates (Å):
C  1.93747  0.47889  -0.18712
O  1.43541  0.15489  1.59220
C  0.80836  0.59148  0.59480
C  -0.67944  0.78970  0.46567
O  -1.15839  0.19676  -0.70928
C  -0.80134  -1.17531  -0.81655
H  0.29042  -1.29653  -0.81987
H  2.64427  1.30824  -0.13750
H  -0.90198  1.86374  0.40670
H  -1.14938  0.38645  1.38016
H  -1.23192  -1.77402  0.00247
H  -1.19350  -1.52429  -1.77169